71
Properties=species:S:1:pos:R:3:forces:R:3 method="wB97M-V/def2-TZVPD" gap_ev=9.32 charge=+1 e_homo_ha=-0.4219 mol_weight_g_mol=484.53
N 2.18830 3.49148 0.43109 -0.194 0.093 0.126
H 1.89560 4.44959 0.58453 0.007 -0.087 0.040
H 1.35374 2.90945 0.40406 -0.061 0.127 -0.012
C 2.89415 3.37600 -0.83845 0.148 -0.416 -0.350
H 3.69034 4.12396 -0.87191 -0.044 -0.066 -0.073
H 2.24239 3.52245 -1.71082 0.087 0.044 0.077
C 3.53986 1.98904 -0.95750 0.389 0.519 0.190
O 2.49060 1.02885 -0.94623 -0.334 -0.133 0.002
C 2.95993 -0.27668 -1.05932 0.599 -0.274 0.106
O 1.90796 -1.17401 -1.24794 -0.195 0.099 -0.054
C 0.76052 -1.12634 -0.39622 -0.215 -0.205 -0.025
C -0.30141 -1.87808 -1.22803 -0.252 0.813 0.247
C -1.59792 -2.15993 -0.44840 0.273 -0.579 -0.063
H -2.24904 -2.76220 -1.09909 0.061 0.043 0.078
C -1.28342 -2.96774 0.83414 0.010 0.393 -0.281
N -2.43185 -3.26590 1.65130 -0.187 -0.071 0.072
H -2.91864 -2.41327 1.90549 -0.048 -0.035 -0.017
H -3.08570 -3.87053 1.16888 -0.022 -0.001 0.059
C -0.28792 -2.16483 1.67451 -0.048 -0.280 -0.246
H -0.76954 -1.22684 1.95102 0.044 0.099 0.097
H -0.08070 -2.71290 2.59436 0.024 0.041 0.070
C 1.00928 -1.84824 0.94302 -0.202 0.483 0.065
N 1.78228 -3.07845 0.62180 -0.075 -0.265 -0.133
H 1.75808 -3.74515 1.39331 0.022 0.053 -0.103
H 1.33217 -3.48216 -0.22450 0.288 -0.085 0.372
H 1.61899 -1.22337 1.59964 0.023 -0.138 -0.108
H -0.84957 -3.92308 0.51870 0.032 0.093 0.006
O -2.25500 -0.97496 -0.06093 0.158 0.120 0.098
C -3.11540 -0.36184 -1.00640 -0.447 -0.292 -0.281
C -4.53939 -0.31912 -0.41167 0.754 -0.160 0.516
O -5.47343 0.11702 -1.36391 -0.192 0.133 -0.227
H -5.61752 -0.56485 -2.02855 -0.024 0.019 0.075
H -4.79096 -1.32216 -0.03996 0.079 0.098 -0.026
C -4.55882 0.66323 0.76419 0.002 0.254 -0.454
N -5.84647 0.62181 1.41049 -0.170 0.070 0.052
H -6.57535 0.81802 0.73158 -0.016 0.014 0.081
H -5.88470 1.33663 2.12887 -0.095 -0.050 -0.034
H -3.80799 0.35872 1.50027 0.035 -0.030 -0.123
C -4.17051 2.04272 0.19188 -0.042 -0.567 -0.420
O -4.18648 2.97791 1.24291 0.105 0.167 0.208
H -4.18464 3.87135 0.88314 -0.081 -0.034 0.031
H -4.91498 2.29904 -0.57522 0.137 -0.013 0.133
C -2.78135 1.97380 -0.47548 0.065 0.374 0.440
C -1.63812 1.93687 0.54428 -0.497 0.038 0.107
H -1.70282 2.79642 1.21460 -0.041 -0.122 -0.078
O -0.39148 1.99233 -0.11967 0.289 -0.018 -0.334
H -0.53226 1.67989 -1.02315 0.090 -0.026 0.023
H -1.69774 1.01693 1.13562 -0.022 0.147 0.028
H -2.64069 2.85971 -1.11056 -0.008 -0.079 0.158
O -2.64858 0.88962 -1.39872 0.061 0.038 -0.105
H -3.12540 -0.94747 -1.93847 0.034 0.004 0.184
H -0.54356 -1.26572 -2.10504 0.063 -0.031 0.044
O 0.23025 -3.12953 -1.63853 -0.109 -0.352 -0.233
H 0.84757 -2.96306 -2.36135 -0.035 -0.007 0.003
H 0.45761 -0.09269 -0.21216 -0.034 -0.131 0.069
C 3.85786 -0.62292 0.14161 0.013 0.476 -0.159
N 4.16843 -2.05516 0.16638 0.408 0.116 -0.120
H 4.59308 -2.32602 -0.71864 0.069 -0.055 0.055
H 4.87497 -2.20234 0.88712 0.013 -0.015 -0.098
H 2.83511 -2.76397 0.38998 -0.268 -0.251 0.134
H 3.34310 -0.36455 1.07257 0.048 -0.019 -0.186
C 5.09702 0.29144 0.08710 -0.686 0.215 -0.053
O 5.95793 -0.00362 1.14766 0.243 -0.065 0.313
H 5.67596 0.53247 1.90350 -0.012 -0.030 0.002
H 5.65593 0.12670 -0.84198 -0.077 0.042 0.003
C 4.56437 1.73564 0.16710 0.241 -0.214 -0.453
O 4.02180 1.87458 1.45261 0.052 -0.106 0.255
H 3.32854 2.57720 1.39492 -0.013 0.055 0.061
H 5.40194 2.43847 0.02749 -0.083 -0.113 -0.089
H 3.55826 -0.39108 -1.98595 -0.086 0.084 0.165
H 4.07270 1.92141 -1.92039 -0.050 0.052 0.094